1.
The following is a DFT calculation (ωB97M-V with the def2-TZVPD basis set) of a 8-piece molecular cluster, C25H32F5N7P overall.

Element x y z (Å)
C1 -1.9042 -0.3422 -0.1652
P1 -0.1882 0.1226 0.3943
C2 -0.3026 -0.3144 2.1793
C3 0.0514 1.9170 0.3864
C4 -0.8356 2.6874 -0.4560
F1 -2.2293 2.7033 -0.1009
F2 -0.5351 4.0680 -0.3726
C5 -0.7738 2.3344 -1.9356
C6 -1.9111 2.3197 -2.7323
C7 -1.8204 1.9773 -4.0778
C8 -0.6012 1.6283 -4.6304
C9 0.5318 1.6477 -3.8238
C10 1.8412 1.2609 -4.4317
F3 2.8405 1.1375 -3.5388
F4 1.7710 0.0679 -5.0849
F5 2.2622 2.1648 -5.3616
C11 0.4588 1.9980 -2.4843
H1 -1.9546 -0.2032 -1.2466
H2 -2.7302 0.2046 0.3028
H3 -2.0089 -1.4166 0.0152
H4 -0.9134 0.3785 2.7649
H5 -0.7312 -1.3130 2.2217
H6 0.7133 -0.3490 2.5718
H7 -0.1073 2.2726 1.4154
H8 -2.8637 2.5677 -2.2872
H9 -2.7157 1.9852 -4.6878
H10 -0.5313 1.3426 -5.6726
H11 1.3341 2.0049 -1.8490
C12 -4.5359 -1.1059 3.5563
C13 -3.1995 -1.5578 3.9193
N1 -2.1387 -1.9044 4.1859
H12 -5.1472 -1.0612 4.4525
H13 -4.4845 -0.1128 3.1143
H14 -4.9773 -1.7953 2.8380
C14 -3.9709 -0.0891 7.8470
C15 -4.8647 0.2762 6.7591
N2 -5.5541 0.5792 5.8922
H15 -3.2520 -0.8286 7.4947
H16 -3.4329 0.7862 8.2039
H17 -4.5529 -0.5039 8.6688
C16 4.7687 0.0560 -5.9610
C17 6.1212 -0.0774 -6.4914
N3 7.1788 -0.1558 -6.9314
H18 4.7267 -0.3218 -4.9415
H19 4.4766 1.1035 -5.9590
H20 4.0678 -0.5056 -6.5746
C18 -2.0670 -0.3956 11.8273
C19 -2.0878 0.5543 10.7225
N4 -2.1101 1.3018 9.8537
H21 -3.0862 -0.6396 12.1214
H22 -1.5549 -1.3058 11.5212
H23 -1.5447 0.0389 12.6773
C20 7.5358 -3.8478 -6.5217
C21 6.6943 -4.8906 -5.9468
N5 6.0293 -5.7189 -5.5132
H24 7.0533 -2.8769 -6.4258
H25 8.4947 -3.8168 -6.0087
H26 7.7096 -4.0530 -7.5747
C22 6.6568 -3.8235 -10.8561
C23 7.9529 -3.9064 -10.1948
N6 8.9694 -3.9536 -9.6657
H27 6.2975 -2.7965 -10.8300
H28 6.7488 -4.1449 -11.8916
H29 5.9405 -4.4649 -10.3456
C24 -6.7064 3.6971 7.3775
C25 -6.6711 2.7661 8.4970
N7 -6.6241 2.0046 9.3538
H30 -6.3463 3.1908 6.4824
H31 -7.7261 4.0388 7.2113
H32 -6.0700 4.5544 7.5879

Forces on the atoms, in the same order (eV/Å):
C -0.119 0.059 0.184
P 0.640 -0.293 -0.818
C 0.042 0.254 -0.429
C -1.070 -0.049 0.755
C 1.133 -0.040 -0.296
F -0.186 0.096 0.043
F -0.216 0.011 -0.010
C -0.293 -0.082 0.253
C 0.239 0.021 -0.120
C -0.105 0.055 0.045
C -0.069 0.064 0.008
C 0.099 -0.099 0.068
C 0.014 -0.113 0.127
F -0.149 0.104 -0.180
F 0.029 0.224 -0.029
F 0.011 -0.166 0.053
C -0.033 0.019 -0.241
H -0.060 0.078 0.018
H 0.046 0.005 0.022
H -0.043 0.005 0.056
H 0.013 -0.025 0.009
H 0.087 -0.024 0.151
H -0.051 0.032 0.184
H 0.124 0.087 -0.052
H -0.004 -0.001 -0.003
H 0.038 -0.067 -0.041
H 0.031 0.002 0.002
H -0.073 -0.027 0.097
C 0.020 -0.163 -0.087
C 0.018 0.031 -0.143
N -0.103 -0.171 0.318
H -0.073 -0.003 -0.181
H 0.011 0.012 0.018
H 0.046 0.005 -0.020
C -0.050 -0.088 -0.087
C 0.001 0.111 -0.003
N -0.118 0.171 0.230
H 0.006 0.018 -0.016
H -0.087 -0.048 -0.100
H -0.007 0.034 0.011
C 0.097 -0.043 0.035
C -0.068 0.104 -0.068
N 0.022 -0.114 0.010
H -0.030 0.013 0.007
H -0.017 0.001 0.012
H -0.012 0.001 0.009
C 0.000 -0.016 0.001
C 0.025 0.016 0.066
N 0.137 0.097 0.137
H 0.001 -0.001 0.004
H 0.000 -0.002 0.007
H 0.000 -0.006 0.005
C -0.077 0.012 0.058
C 0.026 0.023 -0.039
N -0.038 -0.054 0.019
H 0.040 0.019 0.011
H 0.008 0.013 -0.011
H 0.068 0.008 0.053
C -0.017 -0.009 0.009
C -0.007 0.068 -0.068
N 0.059 -0.063 -0.034
H -0.001 0.001 0.003
H -0.010 -0.001 -0.001
H -0.006 0.002 -0.004
C 0.004 0.012 -0.035
C 0.066 -0.106 -0.071
N -0.007 -0.001 0.098
H -0.004 -0.019 0.006
H 0.003 0.006 -0.007
H 0.000 0.002 -0.007

Summary:
HOMO-LUMO gap   0.164 Eh
Net charge   -1

=====

2.
The following is a DFT calculation (ωB97M-V with the def2-TZVPD basis set) of C25H46BNP2Re as an isolated structure.

Element x y z (Å)
Re1 -0.5440 -1.1232 -3.2366
C1 -0.9035 -2.1169 -0.8683
C2 0.4291 -2.2009 -1.5257
C3 0.4639 -0.5469 0.1263
C4 -0.8529 -1.0701 0.0821
C5 1.2389 -1.1590 -0.8669
C6 -1.8620 -3.2514 -0.7797
H1 -1.6866 -3.9899 -1.5726
H2 -2.9036 -2.9014 -0.8458
H3 -1.7522 -3.7708 0.1892
C7 -1.9240 -0.7054 1.0311
H4 -2.8510 -1.2308 0.7865
H5 -2.1253 0.3751 1.0260
H6 -1.6500 -0.9764 2.0624
C8 0.9434 0.3384 1.2248
H7 0.7450 -0.1341 2.2019
H8 0.4234 1.3027 1.2174
H9 2.0219 0.5123 1.1595
C9 2.7019 -1.0090 -0.9927
H10 3.2374 -1.6521 -0.2716
H11 3.0078 0.0285 -0.7910
H12 3.0523 -1.2774 -1.9963
C10 1.0022 -3.5284 -1.9169
H13 1.0923 -4.1486 -1.0113
H14 2.0014 -3.4228 -2.3511
H15 0.3586 -4.0461 -2.6384
C11 -1.4839 0.1375 -4.3719
C12 -1.8281 -1.3429 -4.8157
C13 -0.9950 -2.0976 -5.9018
C14 0.5261 -2.1847 -5.6737
C15 0.9428 -1.6947 -4.3084
C16 0.9952 -0.2296 -4.0114
C17 0.7896 0.7635 -5.1504
C18 -0.7042 0.8983 -5.4452
H16 -1.2144 -1.6029 -6.8565
H17 1.0783 -1.6767 -6.4823
H18 -1.4285 -3.1028 -5.9696
H19 -0.9522 0.4960 -6.4333
H20 -2.4058 0.6760 -4.1333
H21 -2.6633 -0.9895 -5.4533
H22 -1.0055 1.9544 -5.4653
H23 1.1939 1.7377 -4.8513
H24 1.7785 0.0698 -3.3262
H25 1.3613 0.4645 -6.0346
H26 0.8101 -3.2457 -5.7264
H27 1.7871 -2.2444 -3.8870
P1 -1.2208 1.9976 -2.0027
P2 1.8053 2.8092 -1.2321
C19 -0.5585 3.4795 -2.8514
C20 0.9306 3.7972 -2.5444
H28 -1.2166 4.3026 -2.5216
H29 -0.7111 3.3477 -3.9419
H30 1.5467 3.6893 -3.4559
H31 0.9874 4.8460 -2.2108
C21 2.1238 4.1593 -0.0309
H32 2.9009 3.8150 0.6620
H33 1.2073 4.3761 0.5285
H34 2.4659 5.0503 -0.5709
C22 3.4765 2.7200 -1.9958
H35 3.6710 3.6175 -2.5989
H36 3.5473 1.8241 -2.6286
H37 4.2160 2.6422 -1.1872
C23 -3.0394 2.1192 -2.0632
H38 -3.4692 1.1353 -1.8209
H39 -3.3598 2.4083 -3.0741
H40 -3.3469 2.8625 -1.3151
C24 -2.6371 -2.1387 -3.7739
H41 -2.4452 -1.8456 -2.7091
H42 -2.5762 -3.2168 -3.8820
H43 -3.6922 -1.8422 -3.8834
B1 -1.9607 3.4312 1.9438
C25 -1.4042 2.8764 0.6718
N1 -1.0032 2.4385 -0.3645
H44 -1.4829 2.8176 2.8908
H45 -3.1741 3.2768 1.8665
H46 -1.6622 4.6194 1.9578

Forces on the atoms, in the same order (eV/Å):
Re -1.821 -0.097 6.388
C 0.756 0.443 2.495
C 1.295 1.869 0.598
C -1.061 0.946 1.071
C -0.351 -0.724 -0.877
C 0.028 -2.382 -1.229
C -0.428 -0.249 -0.345
H -0.141 0.147 0.231
H 0.210 -0.227 0.119
H -0.017 0.246 -0.329
C -0.525 0.151 0.276
H 0.067 0.128 0.132
H 0.028 -0.294 0.083
H -0.051 0.084 -0.249
C 0.361 -0.175 -0.026
H -0.069 0.094 -0.290
H 0.146 -0.283 0.063
H -0.262 0.055 0.001
C 0.382 0.368 -0.356
H -0.273 0.099 -0.168
H -0.095 -0.307 -0.032
H -0.010 -0.056 0.222
C 0.178 -0.361 0.076
H -0.013 0.001 -0.303
H -0.222 -0.138 0.145
H 0.248 -0.062 0.122
C -0.953 2.261 -2.244
C -1.971 -1.000 -2.848
C -0.159 -0.104 -0.375
C 0.114 -0.706 -0.469
C 3.142 0.250 -1.639
C 2.469 0.558 -2.040
C 0.322 0.291 0.332
C -0.164 0.306 -0.035
H 0.119 -0.275 0.179
H -0.175 -0.107 0.336
H 0.064 0.228 -0.024
H 0.003 0.108 0.123
H 0.030 -0.414 0.334
H 0.468 0.346 0.352
H -0.047 -0.369 -0.041
H -0.058 -0.174 -0.004
H 0.149 -0.024 0.222
H -0.087 0.016 0.091
H -0.016 0.336 -0.137
H -0.419 -0.024 -0.048
P 0.726 -1.123 -0.073
P 0.304 -0.060 -0.092
C -0.260 0.331 0.020
C -0.082 0.237 -0.242
H 0.285 -0.141 -0.255
H -0.054 0.034 0.628
H -0.427 0.161 0.326
H 0.058 -0.315 -0.398
C -0.047 -0.300 0.044
H -0.196 0.228 -0.030
H 0.214 0.114 -0.014
H -0.022 -0.099 0.276
C -0.069 -0.036 -0.073
H 0.173 -0.245 0.190
H 0.104 0.277 0.069
H -0.081 0.013 -0.304
C -0.020 0.156 -0.061
H 0.060 0.359 0.013
H -0.052 0.063 0.328
H -0.236 -0.162 -0.417
C -1.477 0.010 0.153
H -0.214 -0.265 -0.124
H 0.204 -0.042 0.019
H 0.228 -0.277 0.222
B -0.137 0.428 1.039
C 0.685 -0.910 -2.480
N -1.057 1.127 1.940
H -0.092 0.116 -0.371
H 0.337 -0.061 -0.147
H -0.041 -0.396 -0.073

Summary:
HOMO-LUMO gap (alpha / beta)   0.239 / 0.171 Eh
Spin multiplicity   4
Net charge   +2
Energy above the lowest of the compared OMol25 structures with the same formula, charge and spin   136.0 kcal per mole

=====

3.
The following is a DFT calculation (ωB97M-V with the def2-TZVPD basis set) of C27H40NO6PSSe2SiV as an isolated structure.

Element x y z (Å)
V1 2.0620 0.8360 -1.3341
O1 -5.4931 2.5966 -0.6280
C1 -4.6069 3.6097 -0.1693
C2 -3.1751 3.2196 -0.5404
C3 -3.0463 3.0543 -2.0604
O2 -3.2441 4.2669 -2.7676
C4 -2.8451 1.8959 0.1457
Se1 -0.9163 1.5168 0.0998
C5 -2.2491 4.3109 -0.0077
Se2 -0.3766 3.8030 -0.2228
H1 -6.3906 2.8256 -0.3710
H2 -4.6758 3.7264 0.9182
H3 -4.8497 4.5776 -0.6234
H4 -3.7526 2.2883 -2.3908
H5 -2.0379 2.7181 -2.2991
H6 -4.1888 4.4256 -2.8539
H7 -3.3538 1.0658 -0.3398
H8 -3.1396 1.9239 1.1942
H9 -2.4395 4.4987 1.0485
H10 -2.3736 5.2345 -0.5716
O3 4.8260 -0.3116 -1.5002
C6 3.6796 -0.0111 -1.5362
O4 4.7261 5.8805 1.4581
S1 3.3560 5.4782 1.3653
O5 2.3304 6.4796 1.3590
N1 3.1435 4.4685 0.0723
C7 2.8029 3.2934 0.4735
O6 2.4982 2.3238 -0.3229
C8 2.6989 3.0845 1.9462
C9 2.3472 1.9458 2.6454
C10 2.3012 2.0244 4.0322
C11 2.5978 3.2148 4.6904
C12 2.9477 4.3594 3.9810
C13 2.9892 4.2596 2.6075
H11 2.1140 1.0242 2.1267
H12 2.0314 1.1502 4.6104
H13 2.5548 3.2499 5.7711
H14 3.1766 5.2882 4.4856
C14 0.7376 -1.0840 -2.3084
Si1 2.3178 -1.6541 -1.4452
C15 2.1295 -2.2012 0.3354
C16 3.1427 -2.9889 -2.4378
C17 4.4202 -3.4196 -2.0672
C18 5.0422 -4.4589 -2.7410
C19 4.3956 -5.0881 -3.7961
C20 3.1284 -4.6738 -4.1772
C21 2.5090 -3.6303 -3.5033
H15 -0.1711 -1.5619 -1.9433
H16 0.8347 -1.2193 -3.3863
H17 0.4650 -0.0054 -2.1845
H18 1.7170 -3.2091 0.4244
H19 1.4807 -1.5121 0.8799
H20 3.1143 -2.1943 0.8100
H21 4.9445 -2.9237 -1.2589
H22 6.0351 -4.7743 -2.4475
H23 4.8810 -5.8999 -4.3224
H24 2.6218 -5.1615 -5.0001
H25 1.5172 -3.3241 -3.8140
C22 -2.6580 -2.3518 3.4227
C23 -1.6385 -1.5580 2.6110
P1 -1.4127 -2.0169 0.8362
C24 -3.1496 -1.8549 0.2086
C25 -3.2098 -1.7145 -1.3131
C26 -1.2099 -3.8489 0.9599
C27 -0.8673 -4.4915 -0.3832
H26 -2.7814 -1.9225 4.4182
H27 -2.3472 -3.3889 3.5501
H28 -3.6381 -2.3546 2.9426
H29 -0.6502 -1.6148 3.0770
H30 -1.8960 -0.4942 2.6037
H31 -3.5712 -0.9624 0.6814
H32 -3.7625 -2.6981 0.5384
H33 -2.6057 -0.8703 -1.6539
H34 -4.2339 -1.5619 -1.6583
H35 -2.8233 -2.6041 -1.8126
H36 -2.1068 -4.3054 1.3857
H37 -0.3963 -4.0234 1.6710
H38 -1.6664 -4.3457 -1.1117
H39 -0.7131 -5.5661 -0.2786
H40 0.0458 -4.0634 -0.8032

Forces on the atoms, in the same order (eV/Å):
V 0.307 -0.902 -0.728
O -0.003 -0.007 -0.019
C 0.006 0.049 0.004
C -0.008 0.001 -0.004
C -0.006 -0.016 -0.010
O -0.038 0.033 0.057
C -0.028 -0.086 -0.068
Se 0.206 0.125 0.110
C 0.025 -0.026 -0.024
Se -0.006 0.011 0.040
H 0.003 0.001 0.001
H 0.001 -0.011 0.002
H 0.012 -0.009 0.001
H 0.012 -0.019 0.013
H 0.008 0.024 -0.009
H 0.012 -0.028 -0.030
H -0.012 -0.015 -0.018
H 0.018 0.001 0.003
H -0.004 0.008 -0.002
H -0.009 0.004 -0.007
O -0.062 -0.084 -0.102
C 0.354 0.315 0.192
O 0.012 0.005 0.002
S -0.015 -0.001 -0.005
O 0.002 0.005 0.000
N 0.024 0.033 -0.002
C -0.019 -0.026 -0.086
O -0.173 0.340 0.483
C -0.005 -0.008 0.015
C -0.006 -0.010 0.017
C 0.003 0.004 0.001
C 0.000 0.000 -0.004
C 0.008 -0.004 0.003
C -0.002 0.012 -0.006
H 0.003 0.004 -0.006
H 0.001 0.001 0.002
H 0.000 0.000 0.001
H -0.002 0.000 0.001
C -0.084 0.059 0.029
Si -0.410 0.243 0.344
C 0.048 -0.081 -0.005
C 0.116 0.116 -0.079
C 0.018 -0.013 -0.011
C -0.007 0.002 -0.006
C 0.004 -0.004 -0.001
C -0.006 0.001 -0.001
C 0.009 -0.015 0.012
H 0.008 -0.018 0.009
H 0.006 -0.059 0.009
H -0.226 0.020 -0.073
H 0.031 0.036 0.010
H 0.020 -0.011 -0.002
H 0.017 -0.009 -0.017
H -0.004 -0.005 -0.006
H 0.000 -0.002 0.003
H 0.001 0.000 -0.002
H 0.000 0.000 0.000
H -0.010 -0.001 -0.002
C -0.010 0.010 -0.003
C -0.034 -0.012 -0.004
P -0.074 0.102 -0.019
C 0.006 -0.086 0.005
C -0.007 0.007 0.011
C 0.017 0.004 -0.019
C -0.009 -0.009 -0.011
H 0.007 -0.006 0.004
H -0.002 -0.007 -0.005
H 0.006 0.008 0.009
H 0.000 -0.008 -0.004
H 0.009 0.004 0.003
H 0.004 -0.005 -0.006
H -0.003 -0.001 0.007
H -0.011 0.035 0.012
H 0.006 0.008 0.003
H -0.020 0.006 -0.001
H -0.005 -0.002 -0.002
H 0.000 0.005 0.000
H 0.008 -0.020 0.011
H 0.004 -0.002 0.002
H -0.042 -0.016 -0.020

Summary:
HOMO-LUMO gap (alpha / beta)   0.281 / 0.259 Eh
Spin multiplicity   2

=====

Record-wise maximum force values, in eV/Å: 1.3 6.6 1.2